230
Properties=species:S:1:pos:R:3:forces:R:3 method="wB97M-V/def2-TZVPD" e_above_lowest_kcal_mol=25.7
C -2.849 0.800 -4.624 -0.0911 -2.1008 1.5732
C -3.315 2.095 -5.095 0.5255 1.5165 0.6071
O -4.687 2.111 -5.442 0.3444 -0.1403 -0.6593
O -3.691 0.283 -3.569 -0.1574 0.3772 -0.1650
H -1.860 0.816 -4.195 0.4858 0.5469 0.1737
H -2.782 0.013 -5.340 -0.1744 -0.4044 -1.2577
H -2.577 2.445 -5.810 -0.3581 0.1912 -0.9175
H -3.191 2.809 -4.281 -0.2603 0.0635 0.2423
H -4.748 1.830 -6.363 -0.2263 0.0080 0.0840
H -4.596 0.439 -3.868 -0.0691 -0.0425 0.0796
C -1.471 -4.702 -0.390 -0.7988 -1.1587 -0.1889
C -0.339 -5.100 -1.361 -0.1224 0.9993 1.4626
O 0.017 -3.916 -2.067 0.5497 0.1691 0.1425
O -1.816 -5.833 0.443 2.0256 -0.0313 -0.7486
H -2.369 -4.380 -0.945 0.3605 -0.0491 0.0812
H -1.134 -3.846 0.216 0.0241 -0.4758 -0.1905
H -0.545 -5.875 -2.080 -0.5703 -0.2007 -0.2766
H 0.476 -5.491 -0.738 0.2277 0.1649 -0.2546
H 0.289 -3.240 -1.412 -0.2204 -0.4905 -0.3582
H -2.706 -5.735 0.792 -0.5955 0.5249 0.1373
C 5.731 2.017 -2.145 -0.0295 -0.2471 -0.3579
C 5.430 3.335 -2.843 0.8084 -1.7883 0.2384
O 4.964 4.243 -1.855 -0.1551 0.0618 -0.9753
O 6.817 2.210 -1.226 0.2933 -0.9511 -0.8369
H 5.910 1.268 -2.962 0.6985 0.4234 0.9750
H 4.867 1.585 -1.599 0.1705 0.6243 -0.2853
H 4.784 3.051 -3.637 -1.7104 0.4800 -0.3068
H 6.306 3.640 -3.451 0.0060 0.3929 1.0291
H 5.690 4.842 -1.709 0.1215 0.7261 0.3532
H 6.475 2.663 -0.461 -0.2944 0.2797 0.3230
C 3.306 -2.992 2.435 -0.2949 0.1463 -0.4559
C 2.896 -3.334 0.963 0.9479 0.6631 1.2135
O 1.505 -3.573 0.872 -0.2773 -0.6975 -0.0627
O 3.017 -4.056 3.293 -0.3552 -0.7434 0.6844
H 2.714 -2.163 2.836 -0.1958 0.0335 -0.4918
H 4.335 -2.647 2.597 0.1645 -0.3612 -0.7266
H 3.484 -4.221 0.656 -0.2701 0.3531 -0.1122
H 3.120 -2.468 0.325 0.0417 -0.3706 0.0780
H 1.287 -4.478 1.206 0.2276 0.5387 0.0756
H 3.246 -4.927 2.931 0.2029 0.2403 -0.2204
C -0.844 -5.887 4.374 0.3205 1.1069 -0.3712
C 0.549 -5.923 4.966 0.2483 -0.9990 -2.4066
O 0.564 -5.539 6.258 -0.1952 0.8279 2.6527
O -1.724 -6.570 5.268 0.0052 0.2219 -0.5537
H -0.857 -6.344 3.366 -0.0195 0.2899 0.5302
H -1.133 -4.793 4.310 0.0866 -1.0558 -0.0825
H 1.211 -5.266 4.421 -0.0058 0.4817 -0.4084
H 1.020 -6.903 4.804 -0.2857 -0.4053 0.2624
H -0.238 -5.859 6.698 0.1845 0.0121 -0.1169
H -2.571 -6.416 4.842 -0.4291 -0.2924 0.4738
C 2.651 -2.004 -3.889 -1.1308 -1.1844 0.2881
C 3.476 -2.236 -2.631 -0.5502 1.4991 0.0813
O 3.546 -0.903 -2.019 0.0460 -1.1401 -0.0907
O 3.321 -1.357 -4.925 0.3740 0.8750 -0.3734
H 1.646 -1.573 -3.619 0.9211 0.0529 -0.1442
H 2.409 -2.972 -4.335 -0.0532 -0.2039 0.2525
H 4.457 -2.571 -2.926 0.5365 -0.0044 -0.0902
H 3.064 -2.996 -1.932 -0.1881 0.5433 -0.4388
H 4.122 -0.962 -1.238 0.1064 0.2181 0.1444
H 3.383 -0.383 -4.850 -0.0277 -0.4153 0.3718
C -0.392 5.315 -3.397 2.0958 0.2414 -1.3152
C 0.096 6.776 -3.378 -0.8987 -0.3687 1.4326
O -0.117 7.443 -4.576 -0.2504 0.5392 -1.6910
O 0.292 4.649 -4.539 -1.2818 0.9829 1.2206
H -1.465 5.308 -3.505 -0.4729 -0.3014 -0.1080
H -0.061 4.809 -2.499 -0.1482 -0.1592 0.2109
H 1.166 6.849 -3.200 0.0912 -0.2631 0.0774
H -0.426 7.281 -2.551 0.1640 0.0019 0.0312
H -1.020 7.755 -4.762 0.4388 -0.4402 0.6301
H 0.226 5.371 -5.181 0.2691 -0.3178 -0.4479
C -4.884 -0.775 -0.202 -0.1696 -0.9246 0.0253
C -3.614 -1.539 -0.501 -0.1990 0.9338 1.0281
O -3.116 -2.238 0.680 -0.4863 0.4302 -1.2942
O -6.011 -1.598 0.085 0.5269 -0.0149 0.8837
H -5.132 -0.246 -1.111 -0.0741 0.4438 -0.2524
H -4.696 -0.068 0.598 0.0095 0.2019 0.0226
H -2.925 -0.741 -0.769 0.5126 -0.1811 -0.1573
H -3.809 -2.126 -1.384 0.2488 -0.9645 -0.1121
H -2.144 -2.184 0.605 -0.0360 0.0067 0.2902
H -5.868 -1.931 1.002 -0.3376 -0.0616 -0.6101
C -2.997 2.056 -0.511 0.4998 0.3797 -0.9437
C -2.306 3.418 -0.342 -0.2266 -0.3442 0.3235
O -1.104 3.290 0.404 -0.3519 -0.7859 -0.4451
O -2.227 1.324 -1.535 -0.7548 0.7295 1.2231
H -4.023 2.162 -0.882 0.1324 0.2115 0.1570
H -3.087 1.478 0.424 0.4198 0.3028 -0.2368
H -2.887 4.156 0.160 -0.8269 0.3027 0.6849
H -2.057 3.864 -1.299 -0.1140 -0.2659 -0.6138
H -0.701 2.498 0.008 1.0531 0.1193 0.3075
H -2.884 1.254 -2.238 0.1694 -0.6174 -0.3678
C 0.435 0.080 -0.508 -0.4102 1.8268 -1.2208
C -0.058 -0.430 0.791 2.4092 -1.1696 1.8082
O -0.448 -1.771 0.634 -0.5687 -0.7380 -0.4057
O 0.860 1.441 -0.339 -0.1343 0.6645 0.3099
H -0.414 0.030 -1.184 0.0410 0.0271 -0.5372
H 1.268 -0.479 -0.895 0.3240 -0.6984 -0.0067
H -0.861 0.076 1.317 0.0525 0.6196 -0.3258
H 0.867 -0.505 1.434 -0.9676 0.7418 0.1123
H 0.310 -2.356 0.828 -0.0895 -0.1276 -0.0087
H 1.407 1.848 -1.062 -0.6198 -1.2030 0.1942
C -3.259 3.294 4.465 -0.4594 1.0146 -0.6165
C -2.329 3.729 3.358 0.5866 -0.5406 -0.2283
O -2.743 4.888 2.636 -1.0151 -0.5232 0.0586
O -3.303 4.232 5.509 0.1311 0.6196 1.1126
H -2.964 2.346 4.886 0.2428 -0.1382 0.0028
H -4.270 3.177 4.058 -0.0400 -0.1239 -0.1984
H -2.251 2.901 2.646 -0.0047 0.0730 -0.0569
H -1.329 3.916 3.755 0.0812 -0.1545 0.1545
H -2.196 5.629 2.862 0.4432 0.3211 0.0384
H -3.244 5.150 5.210 -0.1630 -0.5140 -0.3316
C -3.140 -2.209 3.988 0.1076 -0.6846 0.0139
C -2.612 -0.870 3.434 -0.3494 -0.8080 -0.5620
O -2.729 0.191 4.360 0.4531 -0.6075 0.3430
O -4.394 -2.111 4.697 0.3950 0.3677 -0.2280
H -2.431 -2.735 4.636 0.1643 0.4532 0.1350
H -3.345 -2.906 3.167 0.1755 0.3154 -0.0589
H -3.191 -0.672 2.514 0.1345 0.3640 0.5253
H -1.557 -0.990 3.127 -0.3538 -0.1599 0.1298
H -1.914 0.099 4.902 -0.3309 0.4793 -0.1250
H -4.386 -1.261 5.147 0.0075 0.1984 0.1555
C -0.783 -2.630 -4.999 -0.6087 0.8912 -0.1280
C -2.061 -3.057 -4.269 0.3792 -0.7325 0.0944
O -2.147 -4.514 -4.285 0.5495 0.8516 0.7760
O -0.837 -2.847 -6.418 0.0853 -1.1353 0.3014
H 0.090 -3.077 -4.531 0.0392 -0.2684 -0.0815
H -0.660 -1.544 -4.951 -0.0414 0.0627 0.3868
H -2.933 -2.684 -4.793 -0.1434 -0.0104 -0.1798
H -2.111 -2.670 -3.225 0.2819 -0.2107 -0.6574
H -1.544 -4.789 -3.561 -0.5046 0.1282 -0.6675
H -0.829 -3.817 -6.560 -0.1276 0.7944 0.0397
C 1.245 -1.665 4.998 0.2174 -0.5968 1.0562
C 1.234 -0.241 5.463 -0.1818 0.4931 0.6765
O 0.034 0.432 5.027 0.5823 -0.3915 -0.0920
O 0.241 -2.424 5.684 0.2632 0.3093 -0.3447
H 2.240 -2.112 5.161 -0.1969 0.1889 0.1735
H 1.096 -1.692 3.941 -0.4534 -0.0192 -0.9605
H 2.131 0.261 5.049 -0.4317 -0.0971 0.2808
H 1.282 -0.206 6.583 0.0260 -0.0321 -0.8616
H 0.320 1.290 4.663 -0.0569 0.0811 0.3916
H 0.579 -3.316 5.815 -0.1047 -0.1921 0.1195
C 3.339 5.359 0.848 0.5165 1.9910 0.1595
C 4.155 6.705 0.887 -0.7735 -1.5985 -0.2638
O 4.790 6.845 -0.363 0.4565 0.5575 -0.6757
O 4.183 4.257 0.862 0.8956 -1.2524 -1.7311
H 2.698 5.328 -0.048 -0.1293 0.1939 0.5105
H 2.821 5.326 1.780 -1.0784 0.0085 0.4404
H 4.936 6.563 1.651 -0.3838 0.4040 0.0079
H 3.481 7.557 1.067 0.2740 -0.2821 0.3274
H 4.481 7.656 -0.778 0.1480 -0.1713 -0.0315
H 4.346 4.046 -0.104 0.1306 0.1055 1.2397
C 1.742 -7.193 1.211 1.7608 -0.3275 -0.5439
C 2.797 -7.747 2.153 -0.6995 0.2119 0.7318
O 3.853 -6.823 2.372 -0.1922 0.6089 -0.0099
O 0.892 -6.199 1.711 -0.2489 -0.0243 0.1486
H 1.314 -8.100 0.823 -1.2907 -0.2192 -0.0006
H 2.310 -6.829 0.348 0.0531 0.3699 -0.1324
H 3.182 -8.609 1.632 0.2945 -0.5042 -0.1399
H 2.343 -8.095 3.103 0.1875 0.2912 -0.3882
H 4.299 -7.007 3.200 0.0292 -0.1725 0.1017
H 0.027 -6.245 1.265 -0.2487 -0.0671 0.1009
C 1.313 2.686 2.866 0.4173 0.8663 1.1264
C 2.449 1.799 2.527 1.3514 -0.3079 0.6261
O 3.699 2.360 3.023 -0.8042 -0.3977 -0.0847
O 1.246 2.813 4.296 -1.1832 -0.2287 0.3010
H 0.335 2.301 2.621 -0.1838 -0.1727 -0.5891
H 1.464 3.676 2.460 -0.2209 0.2366 -0.4528
H 2.517 1.557 1.469 -0.1338 -0.0348 -0.0617
H 2.348 0.918 3.154 -0.1186 -0.5266 -0.4156
H 3.923 3.077 2.426 0.2756 0.4292 -0.4678
H 2.055 3.082 4.724 0.6636 0.1046 -0.3921
C -0.285 7.799 1.305 0.5076 -1.1487 0.1080
C -0.233 6.375 0.698 -0.8582 0.9688 -0.9112
O 0.069 5.335 1.571 0.0517 0.4661 0.5647
O -1.344 8.004 2.221 0.3339 -0.5047 0.6397
H -0.508 8.486 0.502 0.2876 0.2067 -0.3494
H 0.727 8.009 1.735 -0.7395 0.1271 -0.0930
H 0.502 6.451 -0.112 0.2675 -0.0844 -0.1434
H -1.207 6.179 0.197 0.3045 0.1690 0.2757
H -0.402 4.556 1.205 0.2068 -0.1593 0.2169
H -1.141 7.468 3.003 -0.0895 0.3034 -0.1496
C 1.731 1.629 -3.871 0.2724 -0.5115 0.3798
C 2.468 2.290 -5.023 -1.0218 0.6809 1.1514
O 3.622 1.548 -5.334 0.4333 -0.2310 0.3044
O 2.413 1.710 -2.607 0.0426 0.0211 -0.5272
H 1.522 0.593 -4.178 0.3794 -0.0693 0.2822
H 0.754 2.011 -3.659 -0.6047 0.8748 -0.4302
H 2.654 3.352 -4.824 0.4243 -0.2181 0.2517
H 1.761 2.311 -5.823 -0.4981 -0.1637 -0.8763
H 3.666 1.443 -6.281 0.1837 -0.0248 -0.4597
H 2.803 0.849 -2.417 0.3364 -0.4036 0.0225
C -5.398 -4.842 1.407 -0.0823 -0.6006 0.3853
C -5.913 -4.247 2.702 0.3666 -2.1122 0.3511
O -5.868 -2.867 2.652 -0.1145 0.6118 0.5225
O -4.004 -4.737 1.187 -0.5657 -0.1443 0.5590
H -5.959 -4.437 0.585 -0.2268 0.4867 -0.5821
H -5.607 -5.902 1.417 -0.1141 -0.4320 0.0667
H -5.319 -4.681 3.555 -0.1604 0.6160 -0.6058
H -6.921 -4.674 2.880 0.0542 0.4974 -0.2439
H -5.541 -2.587 3.533 0.0328 0.5794 -0.2692
H -3.750 -3.803 1.159 0.1663 0.5764 -0.3217
C 1.764 -0.946 -8.590 -0.0348 -0.3764 -0.3070
C 1.181 -0.169 -7.432 0.6698 0.0208 0.3574
O -0.213 0.069 -7.604 -0.3280 -0.4100 0.1549
O 1.474 -0.264 -9.794 0.0855 0.0428 -0.4862
H 1.422 -2.020 -8.631 0.0355 0.9820 0.1483
H 2.859 -0.965 -8.496 -0.2066 -0.0711 0.0634
H 1.729 0.827 -7.398 -1.0090 -1.0079 -0.0205
H 1.397 -0.728 -6.511 -0.1015 0.2709 0.0060
H -0.709 -0.776 -7.482 0.7468 0.6024 -0.0427
H 0.626 0.195 -9.712 0.0713 -0.2893 0.2024
C 6.666 0.167 1.716 -0.2983 -0.7689 1.3642
C 5.222 -0.138 1.439 0.4063 0.4861 -1.7912
O 5.095 -1.027 0.289 0.3094 0.2429 0.6853
O 7.297 -1.104 2.025 -0.9933 0.3526 -0.9040
H 6.752 0.879 2.558 -0.0983 -0.3226 -0.3657
H 7.076 0.589 0.834 0.7767 0.4449 -0.8729
H 4.701 0.764 1.156 -0.1114 0.4095 -0.0059
H 4.742 -0.527 2.287 -0.6652 -0.8424 1.1432
H 5.927 -1.510 0.221 -0.0134 -0.1634 0.0638
H 7.980 -0.993 2.664 0.7623 0.2459 0.6167
C -5.892 0.995 2.516 1.1225 0.4319 -1.0561
C -7.020 1.592 3.328 -1.0214 -1.1996 -1.4435
O -8.027 2.100 2.391 0.5200 -0.0547 1.4421
O -5.488 1.936 1.476 0.2081 -0.0045 0.4995
H -6.051 0.055 1.918 -0.7597 0.7008 1.1488
H -5.023 0.796 3.170 -0.2271 0.1680 -0.1212
H -6.712 2.422 3.919 0.4489 0.8509 0.1907
H -7.387 0.847 4.052 -0.3285 0.0727 -0.3982
H -8.239 1.393 1.783 -0.0652 -0.3176 -0.1909
H -6.014 2.750 1.523 -0.0035 -0.4919 0.2138